1.
The following is a quantum chemistry calculation of a structure of composition C42H54BClN5O4S2SbV, from the Open Molecules 2025 dataset.

The geometry in XYZ format:
```
111
Properties=species:S:1:pos:R:3
V -1.223 1.122 -0.458
C -1.065 3.264 6.323
C -1.242 1.987 5.512
C -1.748 2.212 4.098
N -0.778 3.000 3.351
C -0.846 3.208 2.036
S -2.317 2.861 1.183
N 0.217 3.745 1.431
C 1.537 3.939 2.019
O 2.503 3.557 1.333
C 1.627 4.590 3.277
C 2.855 4.525 4.010
C 2.996 5.164 5.217
C 1.961 5.941 5.764
C 0.777 6.068 5.026
C 0.600 5.421 3.825
H -0.676 3.048 7.319
H -2.020 3.782 6.441
H -0.377 3.966 5.846
H -1.956 1.320 6.001
H -0.294 1.436 5.467
H -2.702 2.742 4.118
H -1.926 1.256 3.595
H 0.160 3.060 3.738
H 0.220 3.657 0.416
H 3.670 3.956 3.581
H 3.935 5.071 5.755
H 2.081 6.441 6.716
H -0.025 6.695 5.404
H -0.320 5.561 3.272
B -2.442 -2.316 2.603
C -2.039 -1.202 1.543
N -1.747 -0.392 0.775
H -1.778 -2.113 3.610
H -2.171 -3.399 2.109
H -3.632 -2.207 2.828
N -3.835 0.379 -2.167
C -2.901 0.678 -1.552
Cl -2.314 4.149 -4.789
C -2.156 3.468 -3.125
C -0.773 3.565 -2.511
O 0.100 4.277 -2.980
O -0.683 2.871 -1.439
H -2.844 4.017 -2.484
H -2.492 2.438 -3.169
C 1.826 -5.612 0.552
C 1.654 -4.193 1.023
C 1.288 -3.195 0.128
C 1.072 -1.892 0.552
C 1.262 -1.582 1.887
C 1.622 -2.558 2.803
C 1.818 -3.858 2.365
S 0.956 0.094 2.426
C 2.609 0.569 2.851
O 0.668 0.902 1.202
H 2.397 -5.652 -0.376
H 0.856 -6.074 0.357
H 2.340 -6.218 1.298
H 1.153 -3.438 -0.920
H 0.738 -1.127 -0.137
H 1.729 -2.317 3.854
H 2.088 -4.628 3.078
H 3.289 0.239 2.068
H 2.877 0.142 3.817
H 2.579 1.658 2.897
C -3.931 -3.911 -4.771
C -3.858 -2.934 -3.604
Sb -1.929 -2.676 -2.661
C -0.821 -4.155 -3.806
C -0.821 -5.622 -3.393
C -2.441 -3.799 -0.883
C -3.244 -5.092 -0.992
H -4.956 -4.020 -5.139
H -3.576 -4.907 -4.500
H -3.324 -3.578 -5.615
H -4.541 -3.228 -2.807
H -4.155 -1.929 -3.904
H 0.199 -3.763 -3.791
H -1.164 -4.044 -4.836
H -0.519 -5.750 -2.352
H -0.130 -6.216 -4.002
H -1.808 -6.074 -3.494
H -2.995 -3.061 -0.299
H -1.514 -3.964 -0.330
H -4.143 -4.968 -1.598
H -3.572 -5.429 -0.004
H -2.665 -5.900 -1.434
N -0.029 0.407 -1.548
C 0.969 0.474 -2.310
C 2.247 1.127 -1.914
C 2.655 2.253 -2.625
C 3.828 2.905 -2.285
C 4.616 2.427 -1.245
C 4.208 1.310 -0.531
C 3.024 0.668 -0.861
C 0.807 0.007 -3.724
C 1.858 -0.539 -4.447
C 1.671 -0.930 -5.767
C 0.435 -0.753 -6.374
C -0.619 -0.203 -5.655
C -0.436 0.165 -4.331
H 2.021 2.650 -3.408
H 4.113 3.803 -2.818
H 5.530 2.940 -0.974
H 4.799 0.954 0.303
H 2.693 -0.189 -0.287
H 2.825 -0.660 -3.971
H 2.493 -1.366 -6.322
H 0.297 -1.034 -7.412
H -1.585 -0.053 -6.121
H -1.247 0.590 -3.754
```

Computed properties:
Multiplicity = 4
Net charge = -2
LUMO (spin up / spin down) = 3.8 / 3.8 eV
Energy relative to the best compared isomer or geometry (same formula, charge and spin) = 0.472 eV
Orbital gap (spin up / spin down) = 4.239 / 7.268 eV
Max |F| = 1.42 eV/Å

These are the Mulliken partial charges, in e, on atoms 1 to 4:
1. V 0.437
2. C -0.817
3. C -0.455
4. C -0.645

---

2.
The following is a quantum chemistry calculation of a structure of composition C42H54IrN4S2Te, from the Open Molecules 2025 dataset.

The geometry in XYZ format:
```
104
Properties=species:S:1:pos:R:3
Ir 0.370 1.049 0.224
C -0.526 -2.029 2.659
C -1.275 -0.852 3.224
C -2.417 -1.051 3.997
C -3.067 0.019 4.592
C -2.565 1.303 4.428
C -1.437 1.539 3.647
C -0.871 2.928 3.513
C -0.811 0.452 3.034
N 0.360 0.674 2.215
C 1.589 0.787 2.793
C 1.780 0.699 4.277
C 2.661 1.003 1.938
C 4.033 1.274 2.488
N 2.389 1.015 0.604
C 3.474 0.886 -0.351
C 4.254 -0.288 -0.365
C 4.271 -1.322 0.742
C 5.147 -0.476 -1.415
C 5.305 0.476 -2.409
C 4.613 1.670 -2.312
C 3.718 1.905 -1.272
C 3.140 3.289 -1.113
H -1.146 -2.927 2.644
H 0.367 -2.248 3.253
H -0.194 -1.832 1.647
H -2.782 -2.063 4.148
H -3.949 -0.149 5.202
H -3.052 2.142 4.917
H -1.586 3.675 3.856
H -0.594 3.159 2.486
H 0.035 3.038 4.117
H 0.828 0.606 4.795
H 2.294 1.585 4.655
H 2.396 -0.165 4.541
H 4.020 2.204 3.066
H 4.770 1.388 1.696
H 4.364 0.480 3.160
H 3.387 -1.305 1.375
H 5.143 -1.156 1.378
H 4.357 -2.324 0.325
H 5.742 -1.384 -1.433
H 5.986 0.298 -3.233
H 4.779 2.458 -3.041
H 2.580 3.606 -1.998
H 3.962 3.997 -0.979
H 2.484 3.371 -0.254
C -0.083 3.231 -4.001
C 0.057 2.982 -2.515
S 0.423 1.395 -2.119
C -0.095 4.025 -1.586
C -0.496 5.406 -2.054
S 0.177 3.855 0.066
H 0.236 2.360 -4.570
H 0.516 4.086 -4.318
H -1.125 3.440 -4.259
H -0.680 5.454 -3.125
H 0.283 6.127 -1.803
H -1.400 5.725 -1.535
Te 1.088 -1.835 -0.782
C 0.146 -3.689 -0.422
C 0.789 -4.558 0.454
C 0.229 -5.804 0.722
C -0.959 -6.181 0.111
C -1.590 -5.315 -0.775
C -1.041 -4.065 -1.039
C 1.150 -2.045 -2.873
C 2.305 -2.569 -3.442
C 2.362 -2.766 -4.819
C 1.273 -2.437 -5.615
C 0.122 -1.907 -5.041
C 0.059 -1.705 -3.668
H 1.720 -4.271 0.930
H 0.730 -6.482 1.401
H -1.388 -7.154 0.315
H -2.510 -5.613 -1.267
H -1.515 -3.406 -1.752
H 3.156 -2.825 -2.822
H 3.259 -3.179 -5.266
H 1.321 -2.589 -6.685
H -0.727 -1.648 -5.662
H -0.830 -1.274 -3.224
C -5.969 -0.211 0.068
C -4.790 -0.418 1.013
N -3.459 -0.092 0.475
C -2.744 -1.129 -0.273
C -3.155 -1.092 -1.742
C -2.948 1.141 0.551
C -3.830 2.249 1.060
N -1.718 1.426 0.201
H -6.902 -0.248 0.634
H -6.022 -0.983 -0.699
H -5.916 0.756 -0.434
H -4.745 -1.463 1.318
H -4.931 0.149 1.928
H -2.956 -2.092 0.190
H -1.676 -0.960 -0.184
H -4.233 -1.204 -1.859
H -2.686 -1.897 -2.307
H -2.857 -0.139 -2.189
H -3.903 2.173 2.145
H -4.835 2.205 0.646
H -3.390 3.213 0.815
H -1.621 2.437 0.222
```

Computed properties:
Multiplicity = 5
Net charge = +1
LUMO (spin up / spin down) = -1.6 / -4.4 eV
Orbital gap (spin up / spin down) = 7.644 / 6.035 eV
Max |F| = 0.56 eV/Å

These are the Mulliken partial charges, in e, on atoms 1 to 4:
1. Ir 1.473
2. C -1.341
3. C 0.730
4. C -0.700

---

Question: What is the formula in the second record?
Answer: C42H54IrN4S2Te

---

Question: The highest net charge belongs to which entry?
Answer: C42H54IrN4S2Te

---

Question: max |F| of number 1 (C42H54BClN5O4S2SbV)?
Answer: 1.42 eV/Å